180
Properties=species:S:1:pos:R:3:forces:R:3 method="wB97M-V/def2-TZVPD" charge=+6 spin_multiplicity=1 molar_mass_g_mol=975.5 e_lumo_ev=-12.30 orbital_gap_ev=6.38
C -2.5492 -0.2347 -3.4110 -1.0937 0.6739 -0.3815
C -3.8539 -0.1939 -2.6151 0.3138 0.1390 0.3639
N -3.7781 0.9693 -1.6562 -1.0871 0.4686 1.7859
C -2.9958 0.8598 -0.5115 -0.8679 1.3358 0.5747
C -3.2950 1.9174 0.3142 -0.9912 -0.1354 -1.3529
N -4.3737 2.6403 -0.2742 2.0336 -1.0958 -1.4902
C -4.6172 2.0536 -1.4948 1.7442 -0.9493 1.1646
C -4.9278 3.9000 0.2531 -0.5556 0.3936 0.4300
H -2.5873 -0.9687 -4.2159 0.0756 -0.1210 0.2138
H -1.6789 -0.3752 -2.7700 -0.0387 0.0244 -0.1697
H -2.5236 0.7436 -3.8910 0.6490 -0.0299 -0.1981
H -3.9381 -1.0879 -1.9974 -0.1910 0.0865 0.1829
H -4.7955 -0.1008 -3.1563 0.3126 0.1038 -0.3483
H -2.3739 0.0190 -0.2421 0.1892 0.1166 -0.6953
H -2.7682 2.2317 1.2031 -0.6099 0.0722 0.0833
H -5.2532 2.4007 -2.2957 -0.3509 0.0689 0.3381
H -4.9131 4.7371 -0.4449 -0.2678 -0.4851 -0.4824
H -4.3763 4.3151 1.0968 0.4362 -0.7180 0.0476
H -5.9272 3.6934 0.6362 -0.0799 0.2002 -0.3183
C 5.8732 -3.5717 1.7200 -1.3958 -0.3019 0.4110
C 5.0900 -3.9837 2.9997 0.7553 -0.3743 0.8700
N 3.6742 -4.2262 2.7356 -5.9545 0.2839 0.5201
C 3.0927 -5.2951 2.0076 -0.1372 1.5323 0.0085
C 1.7311 -5.0948 1.8723 1.0990 0.6417 0.9143
N 1.3813 -3.9430 2.5943 1.9965 -0.2437 1.1371
C 2.5461 -3.4928 3.2439 0.8428 -1.3863 -3.6985
C 0.0279 -3.2895 2.5779 0.8109 0.5178 0.4995
H 6.8263 -3.0758 1.9043 -0.1642 -0.2130 0.2541
H 5.1605 -2.8821 1.2675 0.3490 0.4052 -0.3450
H 5.9886 -4.3818 0.9999 0.1863 -0.1356 0.2683
H 5.1350 -3.2237 3.7798 -0.0407 0.3041 -0.2525
H 5.3655 -4.8799 3.5557 0.8059 -0.1470 -0.4784
H 3.6899 -6.0787 1.5653 0.0488 0.0370 0.1251
H 1.0134 -5.7303 1.3748 0.0221 0.1866 0.0534
H 2.6112 -2.5129 3.6934 0.1181 -0.2638 0.3210
H -0.1054 -2.5367 3.3548 0.7221 -0.2127 0.4895
H -0.8058 -3.9644 2.7717 0.4219 -0.4086 -0.5281
H -0.0596 -2.6747 1.6821 -0.1782 -0.6851 -0.4281
C -0.0699 -3.2703 -2.2105 0.6240 -0.7836 0.2366
C -1.0286 -4.5010 -2.3458 -1.3012 2.2849 -0.5108
C -2.1533 -4.3233 -1.2483 1.6417 1.2583 -1.9079
C -3.0046 -5.4917 -1.1035 -0.7509 -0.5975 1.9052
N -4.0483 -5.2308 -0.0385 -0.2471 -0.9205 1.0295
C -3.4256 -5.1657 1.4205 -0.6964 -0.9471 -1.3626
C -4.6021 -5.5275 2.3497 1.2195 0.8659 -0.9658
C -5.3509 -6.5636 1.5037 -1.1214 -0.1626 0.9098
C -5.0337 -6.4221 0.0227 0.6089 0.6295 0.6513
C -4.9476 -4.0430 -0.3439 1.3831 -0.9350 1.3875
H -0.4652 -2.2631 -2.0785 -1.0946 -0.2159 -0.0886
H 0.6026 -3.0955 -3.0504 0.1356 -0.5662 0.0025
H 0.5132 -3.3965 -1.2983 0.5055 -0.1644 0.0531
H -0.5983 -5.4998 -2.4197 0.4855 0.1822 0.7690
H -1.4850 -4.4142 -3.3318 -0.3250 0.0433 -0.0613
H -2.8287 -3.4985 -1.4755 0.5643 0.4588 -0.5194
H -1.5893 -4.0121 -0.3690 -0.2876 -0.3970 0.5724
H -2.3652 -6.2570 -0.6634 -0.5203 -0.8097 -0.6081
H -3.6237 -5.7632 -1.9585 0.7263 -0.2409 -0.3433
H -2.8067 -4.2827 1.5795 -0.5857 0.3085 -0.1464
H -2.7356 -6.0093 1.3998 0.0641 -0.0971 0.0647
H -5.1825 -4.6333 2.5772 -0.1973 -0.1037 -0.0144
H -4.1760 -5.8863 3.2866 -0.3091 -0.2885 -0.0397
H -6.4179 -6.4242 1.6771 -0.0005 -0.4568 0.0767
H -5.0499 -7.5706 1.7927 -0.3156 0.0962 0.2426
H -5.8419 -6.0988 -0.6333 -0.1184 -0.6378 0.1883
H -4.6154 -7.3876 -0.2616 0.3965 0.5269 -0.7454
H -5.3422 -4.2045 -1.3470 0.0969 0.6070 0.0754
H -4.2860 -3.2041 -0.1282 -0.6227 0.4729 -0.6406
H -5.7172 -4.0962 0.4262 -0.2194 0.2590 -0.3645
C -0.6713 4.5378 -8.4361 -0.3419 -0.6747 2.1127
C -2.1059 4.9030 -7.8949 0.3377 0.7554 -1.9991
C -2.5975 4.6187 -6.4498 2.8916 1.9926 -0.5630
C -1.7873 5.5820 -5.4420 -1.7254 -1.0872 2.0697
N -1.6234 4.8880 -4.0281 2.7357 -1.9892 1.2864
C -0.8608 5.8720 -3.0530 -0.4338 -0.0432 -0.1143
C 0.6385 5.4446 -2.8989 -0.6538 0.2313 -0.6197
C 0.9223 4.3807 -4.0063 -2.0947 0.7375 1.4960
C -0.4933 3.7446 -4.0308 -0.5648 0.4011 -2.0121
C -2.9094 4.1238 -3.4440 1.6295 2.3929 -0.9974
H -0.3692 4.9463 -9.4005 -0.6150 0.1703 0.1103
H -0.5194 3.4587 -8.4565 -0.1164 -0.1269 -0.2115
H 0.0434 4.8852 -7.6900 0.3955 0.2287 -0.0660
H -2.7960 4.4504 -8.6069 -0.3093 -0.0678 0.2332
H -2.1673 5.9680 -8.1189 -0.4154 0.2084 0.2811
H -2.3219 3.5719 -6.3219 -0.5572 -0.0800 0.7272
H -3.6424 4.9208 -6.3797 0.0171 -0.6608 0.0700
H -2.3358 6.4341 -5.0404 -0.9747 0.1153 -0.9001
H -0.8583 6.1156 -5.6428 0.4795 -1.0768 -0.6514
H -1.2818 5.8838 -2.0476 -0.5853 -0.2378 -0.2478
H -0.9909 6.8826 -3.4402 0.0707 -0.1295 -0.1532
H 0.7259 5.0198 -1.8989 0.2895 -0.0949 -0.0437
H 1.2200 6.3651 -2.9503 0.2974 -0.2598 0.0027
H 1.6402 3.6114 -3.7221 0.0522 0.1583 -0.1847
H 1.1814 4.8830 -4.9383 -0.0226 -0.3797 -0.0701
H -0.7696 3.1123 -3.1870 0.5344 0.0383 0.0901
H -0.6383 3.1835 -4.9540 -0.1520 -0.2198 0.1511
H -2.7451 4.0292 -2.3706 0.1396 -0.1043 -0.1178
H -3.0051 3.1641 -3.9518 0.0162 0.2806 -0.0392
H -3.7339 4.8125 -3.6283 -0.2088 -0.3353 -0.0340
C -3.7501 3.6555 4.8387 -1.6519 0.8170 0.6742
C -3.0515 2.3355 4.7536 0.3431 0.1061 -0.3406
C -2.6964 1.6280 6.0459 0.7267 -1.0224 -0.4032
C -3.7648 0.7251 6.7501 1.1711 1.8965 0.8054
N -3.2249 -0.5853 7.1414 -1.1578 -3.9901 -0.3032
C -3.0194 -1.5359 5.9488 -0.1412 0.7850 -1.0021
C -3.3424 -2.9755 6.2956 1.5700 -0.5455 -0.0862
C -3.8084 -2.9689 7.7119 -2.0867 0.9997 1.2033
C -4.2314 -1.4609 7.9657 1.0356 -0.9270 0.8018
C -1.9900 -0.5490 7.9713 0.4860 0.9694 -0.4387
H -4.7034 3.5311 5.3524 -0.4244 -0.4554 -0.1617
H -4.0399 4.0715 3.8738 0.3025 -0.0016 -0.1058
H -3.3984 4.4664 5.4766 1.1312 -0.1827 -0.2720
H -2.0884 2.3986 4.2470 0.1188 0.5342 -0.2210
H -3.6306 1.6895 4.0937 -0.2711 -0.3130 0.0863
H -2.0981 2.2813 6.6810 -0.9210 0.4171 0.6345
H -1.8405 1.0345 5.7245 -0.1732 -0.9764 -0.0426
H -4.6925 0.6046 6.1908 0.1747 -0.0947 0.0074
H -3.9553 1.2010 7.7120 -0.6111 0.0857 -0.0758
H -1.9982 -1.4333 5.5818 -0.0857 0.2884 0.0028
H -3.7326 -1.2632 5.1709 0.2017 0.6569 0.0225
H -2.4131 -3.5385 6.2096 -0.0613 -0.2756 0.0161
H -4.0433 -3.4382 5.6008 -0.1280 0.3071 0.0755
H -3.1948 -3.4535 8.4713 0.4272 0.5130 -0.1909
H -4.7595 -3.4945 7.7969 0.0529 -0.2126 0.0327
H -4.0826 -1.1514 9.0002 -0.3881 -0.0283 -0.0394
H -5.2810 -1.3793 7.6834 0.2737 0.7343 -0.3852
H -2.1844 0.0599 8.8542 0.0979 -0.0295 -0.0504
H -1.2436 -0.0782 7.3315 0.2041 0.0310 0.4212
H -1.6211 -1.5311 8.2671 -0.4788 -0.0554 -0.1561
C 10.9966 0.7588 -4.7308 1.2055 -1.8116 -1.8634
C 10.1359 1.5082 -3.8380 -0.1511 0.9918 1.5193
C 8.8984 0.7350 -3.3828 -0.5619 0.9647 0.7633
C 8.0256 1.5218 -2.3711 0.1591 -0.5575 -0.9942
N 6.6186 0.9257 -2.2081 -1.8000 -0.8312 -0.0733
C 6.4005 -0.5682 -1.7285 1.2289 0.1454 -1.0396
C 5.0646 -0.5927 -1.0140 0.6909 -1.3354 -0.5418
C 4.7793 0.8408 -0.6633 -2.2789 -0.2999 0.4397
C 5.9015 1.6879 -1.1314 0.2830 0.3338 0.1601
C 5.8311 1.0442 -3.5653 1.3688 0.3496 -0.0716
H 10.3495 0.2717 -5.4602 0.2526 0.0806 -0.6067
H 11.6189 -0.0528 -4.3539 -0.1043 0.1034 0.5756
H 11.6729 1.4595 -5.2205 -0.0059 -0.2587 -0.2526
H 9.9296 2.3766 -4.4636 -0.8914 0.3741 0.6079
H 10.7568 1.8356 -3.0041 -0.3255 0.2818 0.3629
H 9.1701 -0.1790 -2.8546 0.1688 -0.3273 -0.5113
H 8.3070 0.5648 -4.2825 0.0528 -0.4696 0.0691
H 7.8405 2.5331 -2.7331 -0.0003 0.0631 0.0765
H 8.4883 1.5829 -1.3861 -0.1249 -0.1626 0.0097
H 6.4819 -1.2000 -2.6129 -0.3444 0.2111 -0.1157
H 7.1754 -0.9966 -1.0928 0.4735 1.0319 0.1778
H 4.3086 -0.9928 -1.6897 -0.1281 0.1338 0.0665
H 5.1802 -1.3291 -0.2187 -0.2264 0.3528 0.3067
H 3.8152 0.9833 -1.1515 0.0654 0.8610 -0.3244
H 4.5822 1.0752 0.3828 0.2155 -0.3263 0.2730
H 5.5464 2.6731 -1.4335 0.4836 -0.0231 -0.3506
H 6.5663 1.7823 -0.2727 0.4283 0.2418 -0.3614
H 4.7525 0.8990 -3.6266 -0.0853 -0.1722 1.1754
H 6.2601 0.3144 -4.2519 0.1131 0.1758 0.1459
H 6.0468 2.0482 -3.9307 0.0208 -0.0744 -0.0369
C 1.5022 -0.0886 1.7854 -1.2189 -0.6058 -0.1820
N 1.1495 1.3488 1.8639 0.4393 1.3234 0.6549
C -0.2668 1.5597 2.4673 0.9325 -0.4789 -0.0128
C 2.2227 1.9620 2.8861 -1.3250 -0.5400 -0.9182
C 1.3529 2.0864 0.5190 0.4163 1.0372 1.7270
C 0.3415 1.8974 -0.5443 0.6265 -1.0635 -1.2773
O 0.1989 0.5627 -0.9576 -1.2326 -0.6600 2.3064
H 0.8896 -0.6192 1.0565 0.2615 0.5353 -0.6360
H 1.1519 -0.5583 2.7045 0.7870 0.1700 0.4723
H 2.5637 -0.1843 1.5569 -0.1758 -0.1502 0.1937
H -0.1782 1.2061 3.4946 -0.1317 0.0157 -0.0339
H -1.0465 0.9924 1.9589 0.4864 -0.3228 -0.2868
H -0.6248 2.5888 2.4938 0.7650 0.2002 -0.2063
H 1.9947 3.0188 3.0253 0.0705 -0.1493 -0.0002
H 3.2138 1.8014 2.4618 -0.1893 0.1444 -0.1020
H 2.1324 1.3935 3.8117 -0.0761 0.1573 -0.0466
H 2.3920 1.9758 0.2090 -0.1555 -0.6551 0.0238
H 1.2877 3.1274 0.8353 0.0083 0.2330 -0.0631
H 0.8023 2.2485 -1.4677 -0.0873 1.7406 0.1712
H -0.5866 2.4008 -0.2736 -0.2524 -0.0535 -0.2374
H 0.4728 0.5731 -1.8776 0.4684 -0.7867 -1.8069
Br 1.2306 0.4103 -3.9899 -0.1184 0.3333 0.8243